# C75H172F11N6O21P4S9

A structure of composition C75H172F11N6O21P4S9 (ωB97M-V/def2-TZVPD, OMol25).

The geometry in XYZ format:
```
298
Properties=species:S:1:pos:R:3:lowdin_charge:R:1
C 15.514 12.545 10.648 -0.1115
H 20.710 27.605 17.820 0.1242
F 15.607 20.317 13.187 -0.1811
H 16.480 17.358 23.669 0.0428
C 12.844 15.344 14.732 -0.2175
O 22.243 20.460 18.814 -0.3286
H 20.057 19.544 18.693 0.1057
H 25.691 18.684 15.732 0.1092
H 24.607 30.012 13.471 0.1088
C 27.851 13.749 17.749 -0.2648
C 18.625 22.766 10.643 -0.0169
C 28.966 20.300 16.099 -0.1172
C 13.674 13.458 23.451 -0.2189
H 19.049 28.296 16.105 0.0377
H 28.343 17.925 17.235 0.1075
H 15.926 24.492 10.124 0.0997
H 22.547 16.617 14.425 0.1108
H 21.850 23.599 15.865 0.0992
H 16.332 23.036 9.403 0.1237
H 16.061 22.402 11.741 0.1136
H 24.311 15.139 14.855 0.1111
H 16.929 13.956 25.909 0.1376
F 18.831 16.983 11.912 -0.1687
H 14.954 16.749 25.785 0.0820
H 18.676 14.471 22.372 0.1119
H 17.428 25.714 11.684 0.0995
H 29.181 21.353 16.310 0.0772
H 28.651 20.053 15.079 0.0672
H 23.171 15.834 19.503 0.0867
H 18.956 21.448 13.059 0.0183
H 16.165 13.983 21.770 0.0924
O 18.446 17.780 16.391 -0.0632
O 16.229 20.387 21.496 -0.2505
C 15.043 17.734 16.713 -0.1885
H 27.945 12.790 17.160 0.1226
H 11.767 13.431 14.778 0.1379
C 19.875 29.386 18.621 -0.2543
H 19.214 22.809 17.748 0.0843
C 15.952 18.712 25.996 -0.2391
H 18.749 25.330 10.616 0.1083
H 21.348 25.931 13.767 0.0676
C 17.846 11.407 24.478 -0.2514
H 17.347 24.426 9.082 0.1385
F 13.775 19.023 23.251 -0.1620
C 11.525 14.532 15.067 -0.2467
O 21.172 24.361 9.854 -0.2887
H 19.194 27.575 13.075 0.0949
H 19.837 20.374 15.172 0.0848
H 13.027 16.953 17.350 0.1100
C 24.709 28.926 13.435 -0.2281
H 19.854 29.833 15.871 0.0767
H 23.007 28.632 15.747 0.1111
C 16.596 16.696 24.499 -0.2627
C 15.053 19.114 27.103 -0.1212
P 15.540 15.703 14.893 1.0060
C 12.814 18.987 16.482 -0.0926
C 23.216 14.851 19.032 -0.2080
H 18.623 11.958 23.916 0.1052
H 17.812 29.432 11.730 0.1035
H 11.389 14.554 16.115 0.0862
H 26.832 13.661 18.146 0.0938
H 26.362 28.884 11.941 0.0540
O 13.033 17.205 21.962 -0.3073
H 18.219 16.171 21.925 0.0781
H 9.452 14.182 14.477 0.0886
H 19.142 12.891 16.455 0.0884
H 11.757 12.612 22.991 0.1265
C 11.552 13.852 24.730 -0.1286
O 19.200 19.274 11.500 -0.2249
H 20.666 28.056 12.380 0.0588
H 18.273 13.736 20.059 0.1149
H 20.507 21.689 18.596 0.0551
O 17.104 28.078 13.767 -0.3164
H 21.672 18.882 13.304 0.0665
F 17.744 25.733 17.881 -0.1524
O 18.737 24.474 16.102 -0.3338
H 18.392 23.354 13.471 0.1165
H 21.764 29.773 19.699 0.0407
H 23.415 17.508 12.429 0.1170
H 18.212 9.274 23.973 0.0658
C 17.152 15.025 15.554 -0.2206
H 15.943 14.626 10.722 0.1012
H 27.112 18.035 14.980 0.1131
H 15.917 15.696 21.595 0.0767
F 23.495 24.620 10.602 -0.1633
H 18.587 18.203 15.583 -0.0087
O 20.744 22.531 13.646 -0.3000
H 14.070 18.766 26.898 0.0656
H 23.050 25.467 15.264 0.0933
H 17.586 20.437 15.928 0.0685
C 15.601 15.529 13.144 -0.2971
H 14.562 12.630 10.161 0.0633
H 17.055 13.597 11.548 0.1121
H 15.532 19.135 25.050 0.1075
C 20.209 20.928 16.054 0.0173
N 17.613 23.690 11.041 -0.3482
C 16.779 23.905 9.899 -0.0394
C 14.315 14.737 24.087 -0.2478
C 22.550 28.770 14.739 -0.2891
H 22.707 19.708 12.171 0.0615
H 11.891 14.379 22.734 0.1219
F 22.953 19.462 21.701 0.1491
H 20.508 21.904 15.630 0.0711
C 28.244 14.987 16.894 -0.2133
H 15.710 13.473 13.501 0.0919
H 12.384 18.541 15.566 0.0665
C 21.931 14.051 18.825 -0.1027
H 19.723 12.894 14.769 0.0693
H 16.526 16.675 26.642 0.1177
O 16.237 20.148 10.944 -0.2801
F 24.449 20.581 20.561 0.1289
F 23.084 22.465 13.267 -0.1709
N 17.779 26.579 15.651 -0.3106
H 17.362 15.534 16.535 0.0645
H 26.980 14.428 15.178 0.0995
N 15.356 17.968 21.677 -0.3195
H 18.902 24.809 12.268 0.0778
C 16.705 23.135 12.222 -0.0221
H 19.401 15.020 20.238 0.0669
S 16.316 19.041 21.059 0.4997
H 20.223 30.463 13.280 0.1041
H 25.250 28.635 14.346 0.1122
C 21.644 24.455 16.552 -0.2423
C 22.696 19.243 13.133 -0.1082
C 10.296 14.889 14.301 -0.1283
N 21.644 24.312 12.309 -0.2984
H 15.742 12.084 24.984 0.1121
H 17.880 22.147 16.256 0.0885
H 11.924 14.747 25.194 0.0595
O 21.657 21.956 11.427 -0.2541
C 12.165 13.552 23.422 -0.2883
H 20.074 25.975 15.028 0.0719
H 29.913 19.702 16.305 0.0951
H 24.793 17.048 17.970 0.0439
O 19.142 18.409 13.735 -0.2943
H 12.759 16.366 14.990 0.0622
C 19.986 28.818 16.110 -0.2318
H 24.660 18.428 13.131 0.1020
H 25.778 27.318 12.343 0.0767
H 18.072 13.993 24.589 0.0745
H 26.811 18.411 18.007 0.1173
H 18.832 21.726 19.165 0.1537
H 20.575 24.581 16.765 0.0650
H 17.229 16.630 19.629 0.0775
C 26.563 18.044 15.948 -0.2832
H 28.732 14.396 19.629 0.0726
O 16.320 24.556 16.287 -0.2602
C 23.641 18.096 13.342 -0.2690
H 28.287 15.872 17.577 0.1023
H 14.025 12.597 24.063 0.1029
H 13.898 13.331 22.421 0.0950
C 19.513 21.869 18.230 0.0079
C 20.633 28.682 17.504 -0.2447
F 16.528 28.716 16.044 -0.1438
H 10.391 14.794 13.241 0.0600
H 16.248 12.081 9.960 0.0828
H 16.156 17.911 14.824 0.0788
C 24.657 16.206 14.772 -0.2789
H 11.703 12.982 25.438 0.1003
H 18.138 15.741 18.317 0.0273
C 22.160 25.701 15.791 -0.1928
H 23.318 17.861 15.480 0.1110
H 28.131 20.309 17.958 0.0781
P 20.911 28.032 14.725 1.0202
C 19.553 18.205 17.191 -0.1686
O 14.582 18.579 12.006 -0.2699
H 16.959 22.750 14.249 0.0884
H 15.374 11.765 11.420 0.0781
H 17.023 18.951 26.092 0.1187
H 17.666 31.705 12.796 0.0697
H 26.924 20.612 16.716 0.1472
H 22.120 13.220 18.205 0.0430
H 18.151 21.833 10.313 0.1202
N 16.966 18.375 12.591 -0.2911
H 23.512 24.192 17.656 0.0610
S 15.822 19.282 12.001 0.4995
C 23.873 15.140 17.595 -0.2057
O 15.320 26.889 14.944 -0.2410
P 25.909 16.380 16.049 0.9983
H 23.369 27.269 13.470 0.1243
H 14.276 13.746 15.177 0.0914
C 23.487 17.186 14.608 -0.2065
C 15.963 17.128 25.810 -0.2227
C 19.429 29.740 13.122 -0.2965
H 16.285 12.330 23.377 0.0770
S 21.676 22.795 12.583 0.4820
H 20.825 28.377 20.293 0.0945
C 22.463 24.257 17.853 -0.0867
H 22.626 28.616 12.716 0.0959
H 20.894 13.069 15.991 0.0402
H 20.426 30.102 20.688 0.0877
S 13.814 18.418 21.804 0.5044
H 16.721 15.031 18.889 0.0648
F 24.706 18.477 20.818 0.0795
H 23.858 14.326 19.708 0.0940
H 12.971 15.349 13.617 0.1135
H 25.266 16.237 13.853 0.1002
O 21.860 26.386 10.990 -0.2693
C 19.246 19.504 17.961 -0.0637
C 18.414 15.135 14.711 -0.2469
H 13.542 19.714 16.146 0.0723
H 14.124 14.755 25.126 0.0787
H 18.337 14.470 13.830 0.1192
C 21.108 26.312 14.784 -0.2735
H 15.600 18.632 16.928 0.0853
C 20.006 28.347 13.169 -0.2567
C 18.662 30.123 11.857 -0.2566
H 17.023 13.973 15.800 0.0929
C 18.357 14.835 20.231 -0.2090
O 24.042 19.016 18.084 -0.3165
C 16.556 14.954 22.096 -0.2705
O 22.060 18.091 19.274 -0.3068
H 18.922 28.935 18.872 0.1077
C 17.834 21.116 16.669 0.0229
C 14.101 14.791 15.435 -0.2605
H 29.813 13.217 18.720 0.1082
H 17.657 16.612 24.685 0.1038
C 25.080 16.067 17.656 -0.2516
O 13.438 19.459 20.918 -0.2515
H 22.417 29.845 14.730 0.1037
H 13.965 14.835 16.510 0.0978
C 27.282 15.294 15.747 -0.2792
H 12.031 19.487 17.095 0.0932
C 27.414 18.484 17.078 -0.2514
C 17.522 22.657 13.379 -0.1892
C 25.477 28.359 12.202 -0.0789
C 23.296 28.390 13.527 -0.2937
H 19.413 29.964 11.002 0.1349
H 14.408 17.710 14.567 0.0656
C 15.986 13.789 11.369 -0.2667
H 21.672 28.988 17.473 0.0909
C 15.229 17.416 15.162 -0.2460
H 21.130 14.618 18.329 0.0585
H 20.368 18.463 16.513 0.1110
H 15.586 16.948 17.311 0.0986
H 19.145 32.221 11.940 0.0686
C 23.759 19.452 20.642 -0.6522
C 15.326 14.099 12.707 -0.2337
C 13.590 17.921 17.237 -0.2512
H 29.174 14.916 16.393 0.1041
C 17.547 15.634 19.205 -0.0824
C 18.289 31.598 11.936 -0.0969
C 18.199 25.013 11.506 0.0496
H 18.736 29.972 14.044 0.1279
H 17.099 21.019 17.512 0.1352
H 13.843 15.598 23.642 0.0792
H 17.064 10.007 22.966 0.0530
H 15.345 18.707 28.082 0.0860
C 16.637 12.367 24.386 -0.2528
H 22.394 25.011 18.634 0.0628
H 18.622 16.176 14.424 0.0738
H 22.039 23.311 18.347 0.0755
H 16.558 15.935 12.940 0.0557
H 22.911 20.086 13.841 0.0802
C 28.719 13.501 18.993 -0.1194
H 18.255 11.298 25.489 0.1156
O 16.621 18.885 19.658 -0.3032
H 19.249 22.440 11.544 0.0943
C 19.694 14.825 15.510 -0.2450
H 19.788 17.418 17.898 0.1071
C 19.896 13.321 15.753 -0.0951
H 19.558 30.367 18.265 0.1071
H 16.197 24.072 12.560 0.1549
N 19.204 20.853 17.181 -0.2988
H 27.743 15.879 14.908 0.1099
H 14.885 16.245 12.737 0.0909
H 23.192 15.693 16.972 0.0914
H 20.455 15.203 14.806 0.1076
H 17.636 31.827 11.143 0.0569
H 15.005 20.183 27.198 0.0728
H 10.444 13.952 24.745 0.0899
S 22.946 19.195 19.000 0.4657
H 9.971 15.933 14.491 0.0878
H 28.314 12.677 19.536 0.0544
P 16.062 15.065 23.859 1.0285
F 17.622 18.449 21.841 -0.2128
H 18.322 19.522 18.439 0.0665
H 22.399 26.465 16.593 0.1039
H 24.135 14.174 17.175 0.1034
H 13.677 18.285 18.249 0.0829
H 16.675 9.733 24.644 0.0884
C 20.789 29.424 19.860 -0.1076
H 14.194 13.894 12.577 0.1452
H 21.168 20.413 16.418 0.1244
C 27.825 19.963 17.034 -0.2684
S 16.560 27.535 15.020 0.5608
S 18.574 18.452 12.447 0.4918
S 21.955 24.974 10.898 0.5263
H 19.306 23.196 9.925 0.0931
H 21.594 13.649 19.826 0.0923
O 18.050 21.299 13.303 -0.0992
S 17.568 25.242 16.403 0.4535
H 25.864 15.829 18.366 0.0931
C 17.464 10.038 23.933 -0.0993
C 17.017 13.841 24.762 -0.2676
H 19.775 15.338 16.497 0.0930
H 24.832 28.399 11.353 0.0606
C 18.019 15.138 21.773 -0.2038
```

Kohn-Sham gap: 9.8 eV
HOMO energy: -11.12 eV
total charge: +1
relative energy (zero: lowest compared OMol25 entry of this formula, charge and spin): 0.00 kcal/mol
total energy: -10916.8122 Eh